No. 1
{"formula": "C2H4ClF", "method": "ωB97M-V/def2-TZVPD", "symbols": ["C", "C", "F", "Cl", "H", "H", "H", "H"], "xyz": [[0.2829, -0.5549, -1.0637], [-0.2341, 0.3467, 0.9316], [0.8420, 0.6827, 1.5729], [-1.2041, 1.7782, 0.6534], [0.9655, -1.1167, -0.5134], [0.7602, 0.2921, -1.4723], [-0.5961, -0.9604, -1.5978], [-0.8164, -0.4677, 1.4892]], "nbo_charge": [-0.53, 0.21, -0.32, -0.04, 0.16, 0.16, 0.19, 0.16], "s2": 2.006, "spin_multiplicity": 3, "homo_lumo_gap_ev": [7.5015, 10.0669], "relative_energy_kcal_mol": 22.1, "max_force_ev_per_a": 4.997}


No. 2
{"formula": "C3H11N2O2", "method": "ωB97M-V/def2-TZVPD", "symbols": ["C", "N", "C", "O", "C", "N", "H", "H", "H", "H", "H", "H", "H", "H", "H", "H", "H", "O"], "xyz": [[0.1865, -0.3727, 1.3467], [0.1644, 0.9706, 0.7493], [0.8955, 1.0145, -0.6219], [1.9359, 0.2266, -0.7425], [-0.5391, -1.3807, 0.3923], [0.1847, -2.3238, -0.4064], [1.1642, -0.7910, 1.6437], [-0.3584, -0.2189, 2.2801], [0.4336, 1.8392, 1.1877], [0.0704, 0.8678, -1.3406], [1.3867, 2.0455, -0.6231], [-1.2402, -1.8723, 1.1004], [-1.3688, -0.9516, -0.1837], [0.2461, -2.0591, -1.3801], [1.1434, -2.3689, -0.0727], [-2.1610, 0.6980, -0.5135], [-1.7841, 2.0385, -0.0439], [-2.3992, 1.6148, -0.6622]], "nbo_charge": [-0.24, -0.70, 0.00, -0.30, -0.24, -0.82, 0.18, 0.21, 0.37, 0.21, 0.24, 0.19, 0.18, 0.36, 0.36, 0.46, 0.48, -0.94], "s2": 0.755, "spin_multiplicity": 2, "homo_lumo_gap_ev": [9.9397, 7.1035], "relative_energy_kcal_mol": 25.5, "max_force_ev_per_a": 3.093}


No. 3
{"formula": "C28H20FLaN2S", "method": "ωB97M-V/def2-TZVPD", "symbols": ["La", "S", "C", "C", "C", "C", "C", "C", "N", "C", "C", "C", "C", "C", "C", "C", "H", "H", "H", "H", "H", "H", "H", "H", "F", "C", "C", "C", "C", "C", "C", "C", "H", "H", "H", "H", "H", "H", "C", "C", "C", "C", "C", "C", "C", "C", "N", "H", "H", "H", "H", "H", "H"], "xyz": [[0.7383, 0.1694, 0.5338], [0.9695, -4.1227, -2.2046], [-0.6553, -4.1494, -1.5906], [-1.6603, -5.0857, -1.7949], [-2.8843, -4.8661, -1.1908], [-3.1066, -3.7364, -0.3996], [-2.1081, -2.8066, -0.1965], [-0.8666, -3.0139, -0.7970], [0.2306, -2.1785, -0.6934], [1.2620, -2.6135, -1.3670], [2.5474, -1.9177, -1.4447], [3.5885, -2.4941, -2.1816], [4.8063, -1.8520, -2.2863], [4.9801, -0.6287, -1.6568], [3.9432, -0.0632, -0.9249], [2.6933, -0.6768, -0.7782], [-1.4928, -5.9601, -2.4093], [-3.6860, -5.5784, -1.3346], [-4.0764, -3.5911, 0.0579], [-2.2655, -1.9272, 0.4182], [3.4361, -3.4495, -2.6719], [5.6116, -2.2991, -2.8536], [5.9290, -0.1107, -1.7351], [4.1259, 0.8990, -0.4512], [-5.3815, 0.1762, 3.1630], [-4.0311, 0.1412, 3.1324], [-3.3244, 1.3280, 3.1150], [-1.9414, 1.2867, 3.0864], [-1.2341, 0.0726, 3.0788], [0.2388, 0.0350, 3.0157], [-2.0000, -1.1038, 3.0947], [-3.3865, -1.0779, 3.1226], [-3.8620, 2.2674, 3.1261], [-1.3864, 2.2186, 3.0797], [0.6383, -0.8905, 3.4419], [0.6935, 0.8862, 3.5333], [-1.4915, -2.0622, 3.0959], [-3.9656, -1.9921, 3.1529], [-0.8888, 1.8203, -0.4739], [-0.1135, 3.0236, -0.7343], [-0.1777, 4.1500, 0.1107], [0.6038, 5.2642, -0.1062], [1.4929, 5.3069, -1.1849], [1.5735, 4.2052, -2.0387], [0.7878, 3.0938, -1.8194], [2.3111, 6.4570, -1.3869], [2.9749, 7.3866, -1.5296], [-1.1904, 1.3130, -1.3969], [-1.7513, 1.9927, 0.1694], [-0.8714, 4.1381, 0.9438], [0.5243, 6.1234, 0.5473], [2.2494, 4.2396, -2.8835], [0.8495, 2.2531, -2.5025]], "nbo_charge": [2.26, 0.41, -0.24, -0.21, -0.21, -0.19, -0.24, 0.18, -0.61, 0.13, -0.08, -0.21, -0.21, -0.19, -0.24, -0.57, 0.23, 0.22, 0.22, 0.23, 0.21, 0.22, 0.21, 0.20, -0.33, 0.37, -0.27, -0.21, -0.05, -1.06, -0.24, -0.28, 0.23, 0.21, 0.22, 0.22, 0.21, 0.23, -1.03, -0.01, -0.25, -0.14, -0.24, -0.15, -0.22, 0.29, -0.33, 0.22, 0.23, 0.21, 0.22, 0.22, 0.21], "homo_lumo_gap_ev": 6.8291, "max_force_ev_per_a": 0.998}


No. 4
{"formula": "C21H31BeCl5P2", "method": "ωB97M-V/def2-TZVPD", "symbols": ["P", "P", "C", "C", "H", "H", "H", "H", "C", "H", "H", "H", "C", "H", "H", "H", "C", "H", "H", "H", "C", "H", "H", "H", "Be", "C", "C", "C", "C", "C", "C", "C", "C", "C", "H", "H", "H", "H", "H", "H", "H", "H", "H", "H", "H", "H", "H", "H", "H", "Cl", "C", "C", "C", "Cl", "C", "Cl", "C", "Cl", "C", "Cl"], "xyz": [[-1.0212, 2.1504, 2.1159], [0.1644, -2.6636, -0.1302], [0.2332, 1.3683, 1.1462], [-0.4817, -1.0481, -0.4514], [1.1524, 1.9233, 1.3253], [-0.0355, 1.5570, 0.0842], [-1.5790, -1.1582, -0.5378], [-0.1889, -0.5739, -1.3955], [1.8658, -2.6361, -0.6007], [2.4348, -3.3725, -0.0199], [2.2924, -1.6384, -0.4100], [1.9084, -2.8589, -1.6717], [-0.9008, -3.8800, -0.7985], [-0.5547, -4.0737, -1.8280], [-1.9254, -3.4734, -0.7927], [-0.8859, -4.8154, -0.2191], [-0.1915, 3.7338, 2.3254], [-0.5883, 4.2320, 3.2159], [-0.3372, 4.3455, 1.4192], [0.8872, 3.5336, 2.4611], [-2.5554, 2.2499, 1.2081], [-2.9102, 1.2312, 0.9566], [-2.4193, 2.8326, 0.2795], [-3.2665, 2.7769, 1.8636], [0.7140, -0.0037, 0.3383], [0.3842, -0.2205, -3.3556], [1.6593, -0.1177, -2.9270], [2.5065, 1.1157, -3.1640], [1.8224, 2.4572, -2.8449], [0.8136, 2.4074, -1.7303], [-0.5023, 2.1956, -1.9361], [-1.0975, 1.8813, -3.2805], [-0.3863, 0.8254, -4.1265], [-1.2311, 1.1905, 3.5976], [-0.2002, -1.1543, -3.2105], [2.2194, -0.9990, -2.5590], [2.8508, 1.1532, -4.2136], [3.4121, 1.0237, -2.5493], [2.6087, 3.1707, -2.5600], [1.3550, 2.8578, -3.7550], [1.2538, 2.6972, -0.7615], [-1.2504, 2.5277, -1.2029], [-1.1790, 2.7950, -3.8863], [-2.1376, 1.5806, -3.1094], [-1.1657, 0.2980, -4.6961], [0.2641, 1.2954, -4.8758], [-1.9104, 0.3436, 3.4578], [-1.6392, 1.8573, 4.3596], [-0.2526, 0.8272, 3.9094], [2.2388, -0.8942, 2.0343], [1.2118, -2.2286, 2.4942], [0.1216, -2.6023, 1.6389], [-1.1521, -2.7186, 2.2255], [-2.6276, -2.0433, 1.6309], [-1.1647, -3.4403, 3.4317], [-2.6099, -4.2275, 3.9012], [0.0631, -3.5672, 4.1189], [0.1218, -4.6267, 5.4628], [1.2456, -2.7972, 3.7466], [2.5425, -2.6018, 4.8513]], "nbo_charge": [1.63, 1.60, -1.56, -1.57, 0.23, 0.26, 0.27, 0.25, -0.99, 0.28, 0.22, 0.24, -1.01, 0.24, 0.26, 0.27, -0.96, 0.24, 0.26, 0.27, -0.98, 0.29, 0.25, 0.26, 1.57, -0.17, -0.24, -0.44, -0.45, -0.20, -0.18, -0.45, -0.45, -0.98, 0.22, 0.22, 0.22, 0.21, 0.22, 0.21, 0.21, 0.19, 0.23, 0.22, 0.23, 0.21, 0.30, 0.24, 0.29, -0.08, -0.14, -0.72, -0.20, -0.10, -0.06, 0.00, -0.25, -0.02, -0.08, 0.00], "homo_lumo_gap_ev": [3.5898, 3.4340], "relative_energy_kcal_mol": 23.3, "max_force_ev_per_a": 4.311}


No. 5
{"formula": "C5H7N4", "method": "ωB97M-V/def2-TZVPD", "symbols": ["C", "C", "C", "C", "C", "N", "N", "N", "N", "H", "H", "H", "H", "H", "H", "H"], "xyz": [[2.2327, -0.9789, -0.1227], [2.1279, 0.3759, -0.1063], [0.1895, -0.5303, -0.0012], [-1.2018, -0.4501, -0.0340], [0.0209, 1.8118, 0.1046], [0.9864, -1.5817, -0.1006], [0.8178, 0.6742, 0.1796], [-1.6456, 0.7846, -0.3035], [-2.0241, -1.4918, 0.1093], [3.2409, -1.4608, 0.0833], [2.9815, 1.1629, -0.1099], [-0.4416, 2.0806, 1.0675], [0.0903, 2.4809, -0.7780], [-2.6096, 0.8492, -0.1344], [-1.7444, -2.4336, 0.1961], [-3.0206, -1.2930, -0.0499]], "nbo_charge": [-0.06, -0.05, 0.23, 0.46, 0.15, -0.34, -0.39, -0.58, -0.71, 0.26, 0.26, 0.25, 0.26, 0.40, 0.44, 0.42], "total_charge": 1, "smiles": "[H]/N=C(\\N)C1=NC=C[N+]1=C", "homo_lumo_gap_ev": 8.7038, "relative_energy_kcal_mol": 19.3, "max_force_ev_per_a": 4.353}


No. 6
{"formula": "C21H26N4O4S", "method": "ωB97M-V/def2-TZVPD", "symbols": ["C", "N", "C", "H", "H", "H", "C", "H", "C", "N", "S", "O", "O", "C", "C", "C", "C", "C", "C", "H", "H", "N", "C", "O", "C", "O", "N", "C", "H", "H", "H", "C", "H", "H", "H", "H", "C", "C", "C", "C", "C", "C", "C", "H", "H", "H", "H", "H", "H", "H", "H", "H", "H", "H", "H", "H"], "xyz": [[2.0293, 2.1434, 6.0658], [2.3660, 1.4331, 4.8499], [3.5508, 2.0013, 4.2338], [4.4083, 1.8166, 4.8800], [3.7277, 1.5356, 3.2675], [3.4542, 3.0861, 4.0749], [1.2571, 1.3637, 3.9139], [0.3179, 1.3699, 4.4730], [1.3451, 0.0783, 3.0750], [0.6054, 0.1487, 1.8315], [1.2911, 1.1912, 0.6991], [2.7081, 1.2044, 0.9087], [0.5932, 2.4480, 0.6594], [0.9354, 0.3012, -0.8071], [-0.0448, 0.7758, -1.6481], [-0.4521, 0.0204, -2.7448], [0.1595, -1.2288, -2.9771], [1.1959, -1.6521, -2.1412], [1.5796, -0.8947, -1.0531], [2.3633, -1.2180, -0.3890], [1.6925, -2.5884, -2.3277], [-0.2898, -2.0193, -4.0182], [-1.3522, -1.6679, -4.8151], [-1.7741, -2.4025, -5.6810], [-1.9758, -0.3100, -4.5906], [-2.8896, 0.0695, -5.2894], [-1.4557, 0.4631, -3.5849], [-2.0268, 1.7821, -3.3958], [-1.2501, 2.5432, -3.4652], [-2.7566, 1.9303, -4.1909], [-2.5254, 1.8499, -2.4294], [0.3244, -3.3076, -4.2732], [0.2125, -3.9651, -3.4109], [1.3801, -3.1866, -4.5155], [-0.1937, -3.7441, -5.1264], [-0.4880, 1.7263, -1.4090], [-0.8352, 0.3078, 1.9364], [-1.5437, -0.4012, 0.8124], [-1.1542, -1.6815, 0.4387], [-1.7965, -2.3378, -0.5953], [-2.8500, -1.7308, -1.2589], [-3.2591, -0.4649, -0.8775], [-2.6058, 0.1977, 0.1485], [-2.9233, 1.1887, 0.4402], [-4.0906, 0.0046, -1.3823], [-3.3538, -2.2423, -2.0658], [-1.4825, -3.3321, -0.8773], [-0.3356, -2.1524, 0.9614], [-1.1538, -0.1258, 2.8892], [-1.1016, 1.3718, 1.9327], [2.3841, -0.0979, 2.7990], [0.9885, -0.7820, 3.6467], [1.2472, 2.2225, 3.2218], [1.1929, 1.6469, 6.5563], [1.7627, 3.1973, 5.8891], [2.8875, 2.1143, 6.7358]], "nbo_charge": [-0.41, -0.44, -0.42, 0.20, 0.22, 0.17, -0.25, 0.20, -0.22, -0.68, 2.32, -0.94, -0.95, -0.33, -0.22, 0.21, 0.16, -0.24, -0.18, 0.24, 0.23, -0.40, 0.58, -0.55, 0.58, -0.55, -0.42, -0.43, 0.21, 0.26, 0.21, -0.43, 0.20, 0.21, 0.26, 0.26, -0.27, -0.03, -0.22, -0.15, -0.25, -0.22, -0.22, 0.21, 0.22, 0.22, 0.21, 0.22, 0.22, 0.22, 0.23, 0.21, 0.18, 0.20, 0.16, 0.20], "smiles": "CN(C)CCN(Cc1ccccc1)S(=O)(=O)c1ccc2c(c1)n(C)c(=O)c(=O)n2C", "homo_lumo_gap_ev": 8.6821, "relative_energy_kcal_mol": 57.9, "max_force_ev_per_a": 0.912}